Version w
Computed, not measured: a 2-piece molecular cluster, CHFNO3 overall, with ωB97M-V/def2-TZVPD.

## Properties
total charge = -1
Kohn-Sham gap = 0.3153 hartree
E_LUMO = 4.4 eV

Geometry as XYZ:
```
7
Properties=species:S:1:pos:R:3:lowdin_charge:R:1
C -0.5245 0.3955 -2.3831 -0.787
N -0.7348 -0.2608 -1.2898 0.073
O -1.5203 1.0349 -1.7252 -0.062
O 0.0531 0.5459 -3.4484 -0.005
O 0.6853 -0.0167 1.2813 -0.148
F -0.2811 0.3467 2.2126 -0.198
H 0.1511 -0.1826 0.2611 0.128
```

---

Version x
Computed, not measured: CHFNO3 as an isolated structure, with ωB97M-V/def2-TZVPD.

## Properties
total charge = -1
Kohn-Sham gap (alpha / beta) = 0.3113 / 0.3113 hartree
E_LUMO (alpha / beta) = 4.3 / 4.3 eV

Geometry as XYZ:
```
7
Properties=species:S:1:pos:R:3:lowdin_charge:R:1
C 1.1197 0.2446 -0.2744 -0.814
N 0.1077 0.0170 0.5788 0.205
O 1.8329 -0.4134 0.5562 0.016
O 1.4200 0.7247 -1.3202 0.070
O -1.8668 0.4403 0.5425 -0.273
F -2.3306 -0.1274 -0.6415 -0.280
H -0.2829 -0.8859 0.5587 0.075
```

---

version w has the most favorable energy; the next structure is 13.8 kcal/mol above.

---

Version w
Computed, not measured: an isolated molecule of C2H8N2S, with ωB97M-V/def2-TZVPD.

## Properties
total charge = 0
Kohn-Sham gap = 0.3312 hartree
E_LUMO = 0.9 eV
structure (SMILES) = CNN(C)S

Geometry as XYZ:
```
13
Properties=species:S:1:pos:R:3:lowdin_charge:R:1
C 1.4142 -1.2729 0.1216 -0.170
N 0.7581 -0.1447 -0.5818 -0.202
N -0.3872 0.1165 0.2212 -0.627
C -0.8380 1.7392 0.0552 -0.033
S -1.7529 -0.8680 -0.0253 0.685
H 2.3868 -1.3409 -0.5312 0.093
H 1.7738 -1.0609 1.1858 0.085
H 0.7405 -2.2607 0.0485 0.081
H 0.7403 -0.3442 -1.5418 0.072
H -1.5427 1.7415 0.7475 -0.022
H 0.1356 2.3150 0.1884 0.090
H -1.0637 1.7745 -1.0167 0.057
H -2.3650 -0.3943 1.1285 -0.108
```

---

Version x
Computed, not measured: a 2-piece molecular cluster, C2H8N2S overall, with ωB97M-V/def2-TZVPD.

## Properties
total charge = 0
Kohn-Sham gap = 0.3322 hartree
E_LUMO = 0.8 eV
structure (SMILES) = [H]/N=C\N.CS

Geometry as XYZ:
```
13
Properties=species:S:1:pos:R:3:lowdin_charge:R:1
H -1.7777 -0.5687 -0.6973 0.061
N -0.9747 0.0418 -0.4879 0.021
C -1.1840 0.4723 0.6966 -0.368
N -2.3866 0.6553 1.3212 0.075
H -0.3401 0.9520 1.2000 0.110
H -3.2123 0.5946 0.7475 0.094
H -2.4058 1.3562 2.0410 0.086
C 2.3328 -0.9613 -0.6940 -0.503
S 2.0254 0.7938 -1.0512 0.576
H 1.8955 -1.6085 -1.4459 0.022
H 3.4085 -1.1154 -0.6811 0.013
H 1.9214 -1.2062 0.2833 0.012
H 0.6977 0.5940 -1.2323 -0.198
```

---

Version y
Computed, not measured: a 2-piece molecular cluster, C2H8N2S overall, with ωB97M-V/def2-TZVPD.

## Properties
total charge = 0
Kohn-Sham gap (alpha / beta) = 0.2996 / 0.2996 hartree
E_LUMO (alpha / beta) = 0.6 / 0.9 eV

Geometry as XYZ:
```
13
Properties=species:S:1:pos:R:3:lowdin_charge:R:1
C 0.8522 -0.7351 -0.5834 -0.246
C 0.8336 -0.3221 0.8410 -0.068
N -1.5348 1.6863 -0.1643 -0.074
N -1.6254 0.4758 0.4415 -0.565
S -2.2997 -0.7937 -0.3289 0.737
H -0.1062 -1.2255 -0.8586 -0.027
H 0.9803 0.1176 -1.2532 0.059
H 1.6165 -1.4763 -0.8315 0.065
H 0.7688 -1.0832 1.5923 0.036
H 1.2077 0.6460 1.1084 0.032
H -1.2262 1.7004 -1.1383 0.076
H -0.9861 2.3010 0.4291 0.085
H -2.2916 -1.5152 0.8000 -0.109
```

---

version x has the most favorable energy; the next structure is 68.5 kcal/mol above.

---

Version w
Computed, not measured: an isolated molecule of C19H23NO4S, with ωB97M-V/def2-TZVPD.

## Properties
total charge = 0
Kohn-Sham gap = 0.3389 hartree
E_LUMO = 0.3 eV
structure (SMILES) = Cc1cc(C(C)(C)C)cc(S(=O)(=O)Nc2cccc(C(=O)O)c2)c1C

Geometry as XYZ:
```
48
Properties=species:S:1:pos:R:3:lowdin_charge:R:1
C 0.2731 1.5652 2.7319 -0.038
C 0.7733 0.6850 1.6279 -0.206
C 1.9102 1.0417 0.9220 0.022
C 2.4226 0.2707 -0.1187 -0.157
C 3.6891 0.7043 -0.8369 -0.558
C 4.8397 0.7443 0.1787 -0.041
C 3.4776 2.0999 -1.4403 -0.042
C 4.0750 -0.2552 -1.9651 -0.059
C 1.7264 -0.8828 -0.4444 -0.014
C 0.5933 -1.2506 0.2597 -0.202
S -0.2168 -2.7148 -0.3989 0.696
O -0.8344 -3.5232 0.6083 -0.285
O 0.6713 -3.3499 -1.3237 -0.281
N -1.4338 -2.0385 -1.3640 -0.045
C -2.5882 -1.4741 -0.8307 -0.296
C -3.4065 -2.2354 0.0052 -0.023
C -4.5607 -1.6868 0.5340 -0.052
C -4.9310 -0.3879 0.2323 -0.017
C -4.1257 0.3713 -0.6127 -0.137
C -4.4660 1.7650 -0.9703 -0.489
O -3.7745 2.4888 -1.6445 0.107
O -5.6396 2.1766 -0.4655 0.108
C -2.9559 -0.1699 -1.1379 0.051
C 0.0895 -0.4976 1.3075 -0.194
C -1.1202 -0.9020 2.0865 -0.026
H -0.7665 1.8393 2.5608 0.086
H 0.8661 2.4734 2.7988 0.078
H 0.3272 1.0482 3.6894 0.086
H 2.4115 1.9562 1.2021 0.114
H 5.7637 1.0359 -0.3155 0.085
H 4.6408 1.4549 0.9762 0.077
H 4.9811 -0.2380 0.6238 0.092
H 2.6408 2.0877 -2.1351 0.091
H 4.3692 2.4102 -1.9803 0.085
H 3.2724 2.8401 -0.6722 0.076
H 3.2962 -0.3028 -2.7222 0.088
H 4.9876 0.0960 -2.4423 0.086
H 4.2584 -1.2559 -1.5827 0.089
H 2.0387 -1.5410 -1.2363 0.096
H -1.0087 -1.4996 -2.1043 0.121
H -3.1134 -3.2461 0.2364 0.110
H -5.1830 -2.2843 1.1826 0.110
H -5.8330 0.0409 0.6381 0.114
H -5.8092 3.0915 -0.7391 0.134
H -2.3473 0.4406 -1.7892 0.129
H -0.9175 -0.8308 3.1540 0.090
H -1.4058 -1.9212 1.8535 0.052
H -1.9569 -0.2392 1.8631 0.091
```

---

Version x
Computed, not measured: an isolated molecule of C19H23NO4S, with ωB97M-V/def2-TZVPD.

## Properties
total charge = 0
Kohn-Sham gap = 0.3295 hartree
E_LUMO = 0.6 eV
structure (SMILES) = CN1c2cc3c(cc2OS1(=O)=O)CC[C@@H]1[C@@H]3CC[C@]2(C)C(=O)CC[C@@H]12

Geometry as XYZ:
```
48
Properties=species:S:1:pos:R:3:lowdin_charge:R:1
C -2.8350 1.9232 -4.1824 -0.034
N -1.8286 0.8654 -4.3912 -0.178
C -1.0962 0.2090 -3.4151 -0.211
C -0.6574 0.7240 -2.1928 0.049
C 0.1395 -0.0371 -1.3147 -0.083
C 0.5156 -1.3491 -1.7471 -0.142
C 0.0359 -1.8642 -2.9685 0.048
C -0.7254 -1.0934 -3.8107 -0.254
O -1.2051 -1.5161 -5.0203 -0.084
S -2.1944 -0.3070 -5.6048 0.790
O -1.8384 0.1667 -6.9572 -0.271
O -3.5992 -0.7256 -5.4599 -0.277
C 1.3996 -2.2586 -0.9307 -0.153
C 2.0222 -1.5465 0.2668 -0.143
C 0.9542 -0.6599 0.9644 -0.212
C 0.5835 0.5313 0.0536 -0.219
C -0.4279 1.4986 0.6994 -0.143
C -0.0999 1.8813 2.1470 -0.125
C 0.2777 0.6940 3.0488 -0.376
C -1.0616 -0.0576 3.3435 0.008
C 0.8524 0.9650 4.4444 -0.330
O 0.4817 1.8742 5.1904 0.084
C 1.9227 -0.0593 4.7462 -0.072
C 2.0065 -0.9472 3.4672 -0.131
C 1.4235 -0.0752 2.3485 -0.214
H -3.0171 2.4274 -5.1516 0.106
H -2.4440 2.6573 -3.4831 0.086
H -3.7426 1.4745 -3.7983 0.089
H -0.9526 1.7195 -1.9644 0.097
H 0.2618 -2.8849 -3.2377 0.132
H 2.1812 -2.7276 -1.5391 0.119
H 0.8556 -3.1433 -0.5681 0.125
H 2.3887 -2.2889 0.9865 0.110
H 2.9412 -1.0020 -0.0062 0.129
H 0.0377 -1.2717 1.0954 0.157
H 1.4676 1.1432 -0.1183 0.152
H -0.4649 2.4320 0.1109 0.118
H -1.3992 1.0222 0.5969 0.116
H -0.9178 2.4515 2.5811 0.119
H 0.7334 2.6013 2.1482 0.129
H -1.7966 0.5612 3.8723 0.102
H -1.4479 -0.4257 2.3967 0.074
H -0.8607 -0.9423 3.9484 0.088
H 1.6663 -0.6482 5.6274 0.125
H 2.8752 0.4482 4.9012 0.127
H 3.0397 -1.2495 3.3063 0.111
H 1.3715 -1.8251 3.5148 0.113
H 2.1772 0.6351 2.0558 0.147
```

---

version w has the most favorable energy; the next structure is 33.8 kcal/mol above.

---

Version w
Computed, not measured: a 2-piece molecular cluster, C3H9IN overall, with ωB97M-V/def2-TZVPD.

## Properties
total charge = +1
Kohn-Sham gap = 0.3662 hartree
E_LUMO = -3.7 eV

Geometry as XYZ:
```
14
Properties=species:S:1:pos:R:3:lowdin_charge:R:1
C -1.3476 0.1989 -0.7468 -0.029
C 1.1599 -0.0630 -1.0439 0.088
C 0.1320 0.1472 -0.2754 -0.408
N 0.4179 1.0019 0.9143 0.196
I -0.4593 -2.4386 2.1042 0.508
H -1.5099 -0.5364 -1.5896 0.119
H -2.1160 0.1138 -0.0458 0.049
H -1.4340 1.0918 -1.3542 0.089
H 1.1644 -0.5564 -1.9750 0.082
H 2.1755 0.2392 -0.6215 0.121
H 0.3994 -2.7683 0.7984 -0.322
H 1.1050 0.5890 1.5802 0.160
H -0.4768 1.1008 1.5428 0.211
H 0.7894 1.8802 0.7123 0.137
```

---

Version x
Computed, not measured: an isolated ion of composition C3H9IN and charge +1, with ωB97M-V/def2-TZVPD.

## Properties
total charge = +1
Kohn-Sham gap = 0.3476 hartree
E_LUMO = -4.4 eV
structure (SMILES) = C[NH2+][C@H](C)I

Geometry as XYZ:
```
14
Properties=species:S:1:pos:R:3:lowdin_charge:R:1
C -1.0923 1.0630 -0.3129 0.034
N 0.3157 0.9616 0.1579 -0.033
C 1.0746 -0.2525 -0.3978 -0.586
C 0.5016 -1.6078 0.3027 -0.095
I 3.3304 0.0358 0.0500 0.753
H -1.5270 1.9019 0.0889 0.084
H -0.9692 1.2942 -1.3198 0.094
H -1.6076 0.1292 -0.0586 0.120
H 0.8024 1.8314 -0.0671 0.158
H 0.3090 0.7292 1.1347 0.147
H 1.0632 -0.5932 -1.5094 0.125
H -0.4604 -1.8429 -0.1118 0.070
H 1.1537 -2.4452 0.2199 0.070
H 0.4014 -1.4446 1.3416 0.061
```

---

version x has the most favorable energy; the next structure is 3.7 kcal/mol above.

---

Version w
Computed, not measured: a 2-piece molecular cluster, C8H14N2 overall, with ωB97M-V/def2-TZVPD.

## Properties
total charge = 0
Kohn-Sham gap = 0.4441 hartree
E_LUMO = 0.4 eV
structure (SMILES) = CCCC#N.CCCC#N

Geometry as XYZ:
```
24
Properties=species:S:1:pos:R:3:lowdin_charge:R:1
C -1.0724 -0.8409 -2.5226 -0.106
C -2.2340 -0.0226 -1.9680 -0.259
C -2.5509 -0.2640 -0.4770 -0.192
C -2.9683 -1.5846 -0.0282 -0.232
N -3.2862 -2.6015 0.3851 0.146
H -1.1308 -1.9048 -2.2979 0.074
H -0.1295 -0.4521 -2.1268 0.066
H -0.9807 -0.7284 -3.6046 0.072
H -3.1434 -0.1500 -2.5604 0.108
H -1.9945 1.0320 -2.1197 0.106
H -3.3876 0.4281 -0.3488 0.118
H -1.6964 0.0590 0.1160 0.098
C 2.8735 1.5651 0.8491 -0.108
C 1.8736 1.2291 1.9746 -0.248
C 1.1523 -0.0862 1.7042 -0.202
C 2.0352 -1.2734 1.6590 -0.223
N 2.6935 -2.2161 1.6642 0.143
H 2.4898 1.3830 -0.1569 0.072
H 3.7330 0.8891 0.9071 0.073
H 3.2155 2.5945 0.9138 0.069
H 1.1737 2.0643 1.9239 0.104
H 2.3406 1.1972 2.9546 0.110
H 0.6399 -0.0276 0.7413 0.093
H 0.3540 -0.2892 2.4180 0.117
```

---

Version x
Computed, not measured: an isolated molecule of C8H14N2, with ωB97M-V/def2-TZVPD.

## Properties
total charge = 0
Kohn-Sham gap = 0.2760 hartree
E_LUMO = 1.0 eV
structure (SMILES) = C1=C2NCCCN2CCC1

Geometry as XYZ:
```
24
Properties=species:S:1:pos:R:3:lowdin_charge:R:1
C -0.3169 -1.8696 -0.6361 -0.076
C -0.1642 -0.8125 0.2795 -0.283
N -0.6210 -0.9680 1.5683 0.031
C -0.8551 0.2084 2.3889 -0.176
C -0.3340 1.5224 1.7517 -0.163
C 0.9183 1.3494 0.9467 -0.171
N 0.4475 0.4196 -0.0237 -0.127
C 0.7258 0.7235 -1.3738 -0.214
C -0.0465 -0.1076 -2.3467 -0.215
C 0.1073 -1.6119 -2.0877 -0.239
H -0.8236 -2.8143 -0.4025 0.079
H -0.7983 -1.9167 1.9263 0.150
H -0.3513 0.0319 3.3298 0.105
H -1.7946 0.3021 2.7463 0.068
H -1.1578 1.8403 1.1372 0.114
H -0.1370 2.3040 2.4753 0.106
H 1.7669 0.8196 1.5141 0.154
H 1.1821 2.3610 0.5630 0.133
H 0.5984 1.8278 -1.5902 0.136
H 1.8151 0.4974 -1.5439 0.137
H -1.1785 0.0354 -2.2893 0.142
H 0.4345 0.0011 -3.2986 0.096
H -0.5611 -2.2873 -2.7528 0.129
H 1.1437 -1.8560 -2.2819 0.085
```

---

version w has the most favorable energy; the next structure is 25.9 kcal/mol above.

---

Version w
Computed, not measured: a 2-piece molecular cluster, CH3PS overall, with ωB97M-V/def2-TZVPD.

## Properties
spin multiplicity = 3
total charge = 0
Kohn-Sham gap (alpha / beta) = 0.2343 / 0.2987 hartree
E_LUMO (alpha / beta) = -0.3 / -2.2 eV
<S²> = 2.017

Geometry as XYZ:
```
6
Properties=species:S:1:pos:R:3:lowdin_charge:R:1
C -0.7516 0.0683 -0.9158 -0.827
P 0.9477 -0.6792 0.8792 0.628
S -0.4670 0.2642 -2.4096 0.634
H -1.5273 0.0221 -0.2656 -0.083
H 0.2904 -0.3374 2.1276 -0.195
H 1.5077 0.6620 0.5841 -0.157
```

---

Version x
Computed, not measured: an isolated molecule of CH3PS, with ωB97M-V/def2-TZVPD.

## Properties
spin multiplicity = 3
total charge = 0
Kohn-Sham gap (alpha / beta) = 0.2733 / 0.2627 hartree
E_LUMO (alpha / beta) = 1.0 / -2.6 eV
<S²> = 2.012

Geometry as XYZ:
```
6
Properties=species:S:1:pos:R:3:lowdin_charge:R:1
C 0.7570 0.4825 0.0028 -0.368
P -0.5567 -0.5111 -0.1232 0.216
S -2.4033 0.1502 -0.0663 0.152
H 0.6680 1.6393 -0.1318 0.063
H 1.7368 0.1423 0.1106 -0.024
H -0.2018 -1.9031 0.2079 -0.038
```

---

version x has the most favorable energy; the next structure is 32.4 kcal/mol above.